Density functional theory data (ωB97M-V/def2-TZVPD) for a single C5H7NO3 molecule in a non-equilibrium geometry.

```
16
Properties=species:S:1:pos:R:3:forces:R:3:nbo_charge:R:1
H -0.162065 0.614195 -3.219049 0.264 -1.100 2.033 0.063
C 1.157011 -0.925198 1.178492 -1.485 0.147 0.192 -0.082
C -0.197734 -0.089402 -2.195897 -0.926 3.082 -3.060 0.407
H -0.799907 -0.440166 2.066526 2.338 1.957 -0.817 0.237
H 0.551391 0.907672 2.267883 -0.048 0.549 0.076 0.216
H 1.581144 -1.411732 2.044203 0.002 0.341 0.562 0.200
H 0.382626 1.804939 -1.310376 1.627 2.546 -0.631 0.202
N -0.472499 0.753707 0.379979 -0.403 -0.120 1.808 -0.395
O -2.646496 1.764384 -0.136799 1.755 -1.869 0.337 -0.549
C 0.119755 0.206145 1.574596 -1.612 -4.175 0.534 -0.248
O 0.467817 -2.027185 0.545469 2.332 0.015 4.413 -0.703
C -0.309596 1.147189 -0.964451 -0.020 -6.183 -2.341 -0.176
O -0.315631 -1.264119 -2.442383 0.314 0.981 2.276 -0.518
C -1.551104 1.215434 -0.185773 -2.471 3.162 -0.206 0.707
H 2.004060 -0.441658 0.673321 -0.236 -0.463 -0.684 0.168
H 0.191229 -1.814206 -0.275744 -1.431 1.127 -4.491 0.471
```
Forces are in eV/Å.

Properties
ΔE to the lowest compared entry with this formula, charge and spin in kJ/mol: 552.0
Spin multiplicity: 1
Highest occupied orbital energy in eV: -9.44
SMILES string: O=C[C@H]1C(=O)N1CCO
E_LUMO in eV: 0.5